A cluster of 2 separate species, C3H4N in total in a non-equilibrium geometry, computed with the ωB97M-V functional and the def2-TZVPD basis.

Each line ends with the natural charge from an NBO analysis.
Geometry (Å):
C  0.64  0.45  0.85  0.12
C  -0.67  0.46  1.01  0.15
C  -1.14  -0.48  -0.02  -0.23
N  0.20  0.07  -0.41  -0.37
H  2.54  1.35  1.18  0.36
H  -1.00  -1.50  0.38  0.28
H  -1.99  -0.19  -0.48  0.26
H  0.45  0.68  -1.10  0.42

For the energy, the calculation gives -4648.4890 eV. For the molar mass, the calculation gives 54.1 g mol⁻¹. The LUMO energy (spin up / spin down) comes out at -0.2504 / -0.2914 Ha. The value obtained for the strongest force on any atom is 0.0807 hartree/bohr. Its HOMO energy (spin up / spin down) is -15.773 / -15.728 eV. As for the net charge: +1.

A cluster of 6 separate species, C41H78F5N2 in total in a non-equilibrium geometry, computed with the ωB97M-V functional and the def2-TZVPD basis.

Each line ends with the Mulliken charge.
Geometry (Å):
F  -2.86  0.00  0.33  -0.22
C  -3.98  -0.72  0.88  1.13
F  -3.51  -1.51  1.95  -0.21
F  -5.03  0.13  1.28  -0.02
C  -4.53  -1.75  -0.23  -0.27
C  -5.93  -1.68  -0.89  -0.40
C  -6.37  -2.74  -1.98  -0.60
C  -5.39  -3.88  -2.46  -0.62
C  -3.98  -3.91  -1.78  -0.11
C  -2.83  -4.98  -2.16  0.71
F  -2.39  -5.51  -0.90  -0.21
F  -3.29  -6.01  -3.01  -0.28
N  -1.76  -4.19  -2.85  0.23
C  -0.37  -3.96  -2.48  0.15
C  0.07  -3.04  -3.64  -0.74
N  -1.08  -2.83  -4.53  0.04
C  -2.23  -3.55  -4.04  -0.16
C  -3.56  -2.87  -0.67  0.00
H  -6.67  -0.87  -0.61  0.29
H  -7.41  -2.64  -2.43  0.34
H  -5.65  -4.64  -3.26  0.44
H  0.18  -4.37  -1.57  0.49
H  1.09  -2.57  -3.79  0.39
H  -1.14  -2.25  -5.37  0.28
H  -3.25  -3.58  -4.53  0.37
H  -2.52  -2.91  -0.18  -0.01
C  2.65  -2.40  4.36  -1.05
C  2.39  -3.72  3.64  -0.43
C  2.25  -3.56  2.13  -0.84
C  1.07  -2.69  1.67  -0.32
C  -0.31  -3.16  2.16  0.47
C  -0.69  -4.54  1.64  -1.16
H  1.82  -1.70  4.23  0.16
H  2.78  -2.57  5.43  0.38
H  3.56  -1.93  3.99  0.30
H  1.50  -4.20  4.06  0.23
H  3.23  -4.40  3.84  0.40
H  2.16  -4.56  1.68  0.29
H  3.17  -3.13  1.72  0.42
H  1.06  -2.66  0.58  0.16
H  1.23  -1.66  2.00  0.17
H  -1.06  -2.44  1.82  -0.38
H  -0.35  -3.15  3.25  0.35
H  -0.70  -4.55  0.55  -0.02
H  -1.69  -4.81  1.99  0.40
H  0.00  -5.31  1.99  0.44
C  -8.86  5.65  1.55  -1.19
C  -8.99  4.57  2.62  -0.36
C  -7.63  4.07  3.13  -0.80
C  -6.74  3.41  2.08  -0.57
C  -7.36  2.20  1.37  -0.19
C  -7.68  1.05  2.31  -1.21
H  -8.34  5.28  0.66  0.28
H  -9.85  5.98  1.24  0.38
H  -8.32  6.51  1.94  0.29
H  -9.58  3.73  2.23  0.23
H  -9.55  4.97  3.46  0.37
H  -7.81  3.37  3.96  0.31
H  -7.09  4.92  3.57  0.40
H  -5.81  3.09  2.57  0.20
H  -6.45  4.15  1.33  0.35
H  -6.65  1.85  0.62  0.19
H  -8.26  2.50  0.83  0.40
H  -6.78  0.71  2.83  0.22
H  -8.09  0.21  1.75  0.33
H  -8.42  1.34  3.06  0.42
C  5.81  -6.92  -6.32  -1.20
C  5.12  -5.82  -5.52  -0.37
C  3.82  -6.29  -4.87  -0.56
C  2.72  -6.74  -5.84  -0.67
C  2.30  -5.69  -6.87  -0.55
C  1.69  -4.45  -6.24  -0.93
H  5.20  -7.27  -7.15  0.28
H  6.75  -6.54  -6.74  0.38
H  6.05  -7.77  -5.68  0.30
H  4.93  -4.96  -6.17  0.22
H  5.80  -5.48  -4.74  0.37
H  3.43  -5.48  -4.23  0.20
H  4.04  -7.12  -4.19  0.39
H  1.85  -7.04  -5.26  0.34
H  3.06  -7.64  -6.37  0.33
H  1.55  -6.15  -7.53  0.35
H  3.14  -5.41  -7.50  0.30
H  0.81  -4.70  -5.64  0.19
H  1.37  -3.75  -7.02  0.40
H  2.41  -3.93  -5.60  0.24
C  -1.79  1.89  2.78  -0.69
C  -0.29  1.64  2.80  0.04
C  0.50  2.80  3.41  -1.04
C  0.39  4.13  2.65  -0.74
C  0.81  4.08  1.18  -0.39
C  2.28  3.71  0.99  -0.97
H  -2.05  2.75  2.17  0.36
H  -2.31  1.02  2.37  -0.25
H  -2.17  2.06  3.79  0.36
H  0.06  1.42  1.79  0.23
H  -0.09  0.74  3.39  0.21
H  1.56  2.51  3.47  0.35
H  0.17  2.96  4.44  0.40
H  1.00  4.88  3.17  0.41
H  -0.64  4.49  2.71  0.31
H  0.64  5.07  0.74  0.37
H  0.18  3.38  0.62  0.23
H  2.93  4.43  1.50  0.11
H  2.53  3.72  -0.07  0.43
H  2.50  2.71  1.37  0.23
C  5.94  4.84  0.13  -1.19
C  6.12  5.36  1.55  -0.43
C  5.91  6.87  1.68  -0.64
C  6.90  7.73  0.89  -0.74
C  8.37  7.50  1.22  -0.35
C  8.72  7.84  2.67  -1.18
H  6.67  5.28  -0.55  0.38
H  6.07  3.76  0.10  0.36
H  4.94  5.07  -0.24  0.23
H  7.11  5.07  1.93  0.35
H  5.39  4.85  2.20  0.33
H  5.96  7.14  2.74  0.33
H  4.90  7.11  1.36  0.35
H  6.65  8.78  1.07  0.38
H  6.75  7.56  -0.18  0.30
H  8.98  8.13  0.56  0.37
H  8.66  6.47  1.01  0.23
H  8.49  8.88  2.89  0.29
H  9.79  7.69  2.84  0.37
H  8.18  7.20  3.37  0.28

For the energy, the calculation gives -60338.5586 eV. For the molar mass, the calculation gives 694.1 g mol⁻¹. The LUMO energy comes out at -0.1492 Ha. The value obtained for the strongest force on any atom is 0.1211 hartree/bohr. Its HOMO energy is -11.952 eV. As for the net charge: +1.

The molecule C17H23ClN2O3, computed with the ωB97M-V functional and the def2-TZVPD basis.

Each line ends with the natural charge from an NBO analysis.
Geometry (Å):
O  2.50  -0.83  2.83  -0.63
C  1.78  -0.61  1.88  0.68
C  2.32  -0.10  0.54  -0.50
C  2.02  -1.05  -0.62  -0.23
N  1.36  -0.36  -1.72  -0.46
C  0.04  -0.01  -1.68  0.73
O  -0.73  -0.28  -0.79  -0.61
C  -0.28  0.79  -2.93  -0.30
C  -0.78  2.18  -2.48  -0.46
C  0.38  2.94  -1.91  -0.01
Cl  0.16  3.68  -0.36  0.02
C  1.52  2.99  -2.58  -0.23
C  1.59  2.26  -3.89  -0.43
C  1.03  0.83  -3.71  -0.31
C  2.01  0.04  -2.86  0.72
O  3.16  -0.19  -3.11  -0.56
N  0.45  -0.77  1.89  -0.66
C  -0.29  -1.24  3.04  -0.06
C  -0.99  -2.57  2.74  -0.40
C  -2.13  -2.39  1.74  -0.41
C  -3.14  -1.37  2.26  -0.40
C  -2.45  -0.03  2.49  -0.41
C  -1.31  -0.18  3.49  -0.40
H  1.87  0.88  0.35  0.23
H  3.40  0.05  0.65  0.24
H  2.94  -1.47  -1.04  0.25
H  1.37  -1.87  -0.30  0.23
H  -1.08  0.29  -3.48  0.25
H  -1.18  2.72  -3.35  0.23
H  -1.58  2.06  -1.75  0.25
H  2.39  3.50  -2.21  0.23
H  1.00  2.78  -4.64  0.22
H  2.62  2.19  -4.24  0.25
H  0.95  0.36  -4.69  0.25
H  -0.09  -0.56  1.05  0.43
H  0.45  -1.39  3.83  0.24
H  -1.39  -2.97  3.67  0.20
H  -0.26  -3.28  2.35  0.21
H  -2.63  -3.35  1.58  0.21
H  -1.75  -2.06  0.78  0.20
H  -3.95  -1.25  1.54  0.21
H  -3.57  -1.72  3.19  0.19
H  -3.17  0.70  2.86  0.21
H  -2.06  0.34  1.54  0.20
H  -1.72  -0.49  4.46  0.20
H  -0.80  0.77  3.63  0.21

For the energy, the calculation gives -39649.8073 eV. For the molar mass, the calculation gives 338.8 g mol⁻¹. The LUMO energy comes out at 0.0179 Ha. The value obtained for the strongest force on any atom is 0.0129 hartree/bohr. Its HOMO energy is -9.203 eV. As for the SMILES: O=C(CCN1C(=O)[C@H]2CC(Cl)=CC[C@H]2C1=O)NC1CCCCC1.

A structure of composition C16H10BeBrIN2O in a non-equilibrium geometry, computed with the ωB97M-V functional and the def2-TZVPD basis.

Each line ends with the natural charge from an NBO analysis.
Geometry (Å):
Be  0.18  0.62  -1.14  1.54
Br  6.37  0.64  2.10  0.04
C  4.84  0.47  0.98  -0.14
C  5.01  0.42  -0.41  -0.17
C  3.93  0.27  -1.23  -0.29
C  2.61  0.25  -0.72  0.51
O  1.62  0.13  -1.53  -0.91
C  2.45  0.32  0.70  -0.26
C  1.17  0.21  1.29  0.22
N  0.11  0.33  0.56  -0.69
C  -1.18  0.04  0.90  0.12
C  -1.79  0.09  2.14  -0.20
C  -3.15  -0.20  2.26  -0.19
C  -3.91  -0.56  1.18  -0.18
C  -3.33  -0.63  -0.10  -0.10
C  -4.02  -0.98  -1.28  -0.10
C  -3.35  -0.97  -2.48  -0.26
C  -2.00  -0.61  -2.51  0.11
N  -1.32  -0.30  -1.43  -0.62
C  -1.96  -0.31  -0.24  0.24
C  3.59  0.41  1.53  -0.16
H  6.00  0.50  -0.83  0.23
H  4.05  0.22  -2.30  0.23
H  1.11  -0.06  2.35  0.18
H  -1.21  0.39  3.00  0.22
H  -3.60  -0.14  3.24  0.22
H  -4.96  -0.78  1.29  0.22
H  -5.06  -1.27  -1.23  0.22
H  -3.85  -1.21  -3.40  0.23
H  -1.45  -0.56  -3.44  0.22
H  3.46  0.47  2.60  0.22
I  -0.38  2.79  -1.82  -0.72

For the energy, the calculation gives -100331.6702 eV. For the molar mass, the calculation gives 462.1 g mol⁻¹. The LUMO energy comes out at -0.0423 Ha. The value obtained for the strongest force on any atom is 0.0264 hartree/bohr. Its HOMO energy is -7.939 eV.

The molecule C2H6N2O2 in a non-equilibrium geometry, computed with the ωB97M-V functional and the def2-TZVPD basis.

Each line ends with the natural charge from an NBO analysis.
Geometry (Å):
C  0.84  1.50  0.12  -0.43
N  0.56  0.09  -0.16  -0.22
C  1.54  -0.98  -0.03  -0.42
N  -0.73  -0.15  -0.01  0.62
O  -1.11  -1.33  0.11  -0.44
O  -1.53  0.78  -0.08  -0.43
H  0.12  1.97  -0.60  0.25
H  0.57  1.81  1.10  0.21
H  1.82  1.78  -0.18  0.21
H  1.69  -1.43  1.02  0.21
H  1.41  -1.89  -0.71  0.24
H  2.44  -0.54  -0.26  0.20

For the energy, the calculation gives -9242.4729 eV. For the molar mass, the calculation gives 90.1 g mol⁻¹. The LUMO energy comes out at 0.0240 Ha. The value obtained for the strongest force on any atom is 0.0708 hartree/bohr. Its HOMO energy is -10.327 eV. As for the SMILES: CN(C)[N+](=O)[O-].